Below is 2 unconnected molecules or ions with the total composition C4H14N2Si in a non-equilibrium geometry, with properties calculated with the ωB97M-V functional and the def2-TZVPD basis.

Output
**HOMO level (alpha / beta)**: -0.346 / -0.358 hartree
**2S+1**: 1
**Kohn-Sham gap (alpha / beta)**: 8.5 / 9.8 eV
**Energy**: -559.616300 a.u.

```
21
Properties=species:S:1:pos:R:3:forces:R:3
C 2.6360 -1.2786 -0.1882 2.3 -1.2 1.9
C 2.1182 0.1061 -0.5519 -2.3 -1.6 0.2
C 0.7892 0.3842 0.2596 0.8 -0.5 -1.6
C 0.2632 1.7452 0.0144 -2.7 2.5 0.5
N -1.1355 1.9179 0.5993 1.1 0.6 -1.7
N -2.4475 0.2199 -0.5511 0.3 0.9 0.0
Si -3.2245 -1.0608 0.2717 1.3 -2.0 -0.8
H 3.6281 -1.6109 -0.6807 -1.6 0.7 0.4
H 2.9252 -1.3915 0.9727 -0.9 0.4 -2.4
H 1.8769 -2.0417 -0.4101 0.3 0.1 0.1
H 2.8319 0.8643 -0.3003 0.4 0.6 -0.4
H 1.7761 0.0336 -1.6258 0.8 0.7 0.9
H -0.0423 -0.2694 -0.0108 0.3 -0.3 -0.7
H 0.8509 0.1585 1.3003 0.7 0.3 1.1
H 0.1552 2.1228 -1.0429 0.2 -1.0 0.7
H 0.7888 2.6240 0.4658 0.1 -0.8 0.1
H -1.2824 1.2196 1.2929 0.2 -0.8 1.0
H -2.8748 1.0611 -0.8884 -0.4 0.5 -0.2
H -4.6139 -1.2070 0.8817 0.8 0.4 -0.2
H -2.9809 -2.0749 -0.8957 -0.8 0.5 0.8
H -2.0380 -1.5223 1.0877 -0.8 0.2 0.5
```
Positions in Å, forces in eV/Å.